(1)
Below is C35H19CuIN10 as an isolated structure at a distorted geometry, with properties calculated with ωB97M-V/def2-TZVPD.

ORCA input file:
```
! RIJCOSX wB97M-V def2-TZVPD def2/J DEFGRID3
* xyz 0 2
Cu -0.077 0.422 0.038
C -0.657 -3.984 4.806
C 0.746 -3.966 4.817
C 1.488 -3.182 3.955
C 0.733 -2.405 3.030
C 1.113 -1.451 1.990
N 2.366 -1.135 1.765
C 2.709 -0.198 0.944
C 4.113 0.106 0.657
C 5.311 -0.397 1.163
C 6.477 0.177 0.706
C 6.504 1.199 -0.262
C 5.304 1.674 -0.795
C 4.097 1.099 -0.304
C 2.702 1.389 -0.578
N 2.327 2.246 -1.547
C 1.059 2.472 -1.764
N -0.065 1.880 -1.267
C -1.159 2.525 -1.799
N -2.433 2.279 -1.559
C -2.784 1.253 -0.736
N -2.008 0.424 -0.029
C -2.746 -0.366 0.775
N -2.362 -1.255 1.683
C -1.121 -1.495 2.022
N -0.015 -0.907 1.453
C -0.652 -2.409 3.062
C -1.400 -3.236 3.914
C -4.178 -0.026 0.557
C -5.372 -0.539 1.066
C -6.552 0.061 0.655
C -6.553 1.092 -0.282
C -5.372 1.573 -0.822
C -4.147 1.010 -0.375
C -0.741 3.544 -2.753
C -1.429 4.357 -3.636
C -0.657 5.083 -4.554
C 0.740 5.003 -4.572
C 1.409 4.238 -3.635
C 0.657 3.472 -2.767
N 1.903 0.606 0.161
H -1.158 -4.639 5.522
H 1.263 -4.515 5.581
H 2.553 -3.057 3.993
H 5.228 -1.213 1.862
H 7.427 -0.186 1.078
H 7.476 1.596 -0.510
H 5.222 2.355 -1.628
H -2.485 -3.290 3.905
H -5.355 -1.314 1.808
H -7.534 -0.238 1.059
H -7.505 1.555 -0.466
H -5.317 2.417 -1.480
H -2.530 4.396 -3.586
H -1.097 5.722 -5.321
H 1.349 5.645 -5.218
H 2.489 4.220 -3.518
I 1.619 -6.007 -0.764
C 0.611 -4.218 -0.858
C -0.686 -3.990 -0.481
N -0.915 -2.727 -0.864
N 0.149 -2.117 -1.412
C 1.100 -3.029 -1.354
H -1.464 -4.613 -0.045
H -1.762 -2.221 -0.686
H 2.043 -2.763 -1.798
*
```

The total energy comes out at -104247.150 eV. The HOMO energy (alpha / beta) comes out at -6.5 / -6.5 eV. For the orbital gap (alpha / beta), the calculation gives 4.78 / 4.82 eV.

---

(2)
Below is C35H20N10O4RhSe as an isolated structure at a distorted geometry, with properties calculated with ωB97M-V/def2-TZVPD.

ORCA input file:
```
! RIJCOSX wB97M-V def2-TZVPD def2/J DEFGRID3
* xyz -1 1
Rh 0.261 0.383 -0.135
C 0.921 -4.374 4.031
C 0.813 -3.357 4.982
C 0.919 -2.022 4.621
C 1.129 -1.715 3.285
C 1.119 -0.456 2.548
N 1.076 0.747 3.074
C 0.704 1.825 2.372
C 0.872 3.209 2.754
C 1.609 3.818 3.764
C 1.679 5.199 3.778
C 1.025 5.968 2.807
C 0.275 5.375 1.807
C 0.201 3.987 1.783
C -0.375 3.060 0.837
N -1.210 3.352 -0.151
C -1.547 2.491 -1.095
N -0.859 1.339 -1.410
C -1.420 0.728 -2.484
N -0.944 -0.338 -3.139
C 0.063 -1.056 -2.677
N 0.599 -0.967 -1.466
C 1.713 -1.887 -1.266
N 1.511 -2.712 -0.101
C 1.319 -2.094 1.016
N 1.180 -0.733 1.215
C 1.228 -2.742 2.329
C 1.137 -4.072 2.694
C 1.756 -2.626 -2.591
C 2.683 -3.527 -3.065
C 2.596 -3.913 -4.399
C 1.599 -3.410 -5.228
C 0.678 -2.486 -4.752
C 0.774 -2.099 -3.429
C -2.582 1.496 -2.877
C -3.565 1.280 -3.835
C -4.599 2.194 -3.929
C -4.658 3.310 -3.085
C -3.697 3.524 -2.114
C -2.652 2.612 -2.011
N -0.022 1.792 1.221
H 0.825 -5.406 4.343
H 0.632 -3.621 6.017
H 0.815 -1.234 5.356
H 2.138 3.219 4.494
H 2.261 5.699 4.543
H 1.130 7.046 2.826
H -0.228 5.965 1.053
H 1.206 -4.845 1.939
H 3.466 -3.909 -2.422
H 3.331 -4.596 -4.806
H 1.559 -3.727 -6.263
H -0.083 -2.058 -5.390
H -3.523 0.407 -4.472
H -5.380 2.050 -4.665
H -5.475 4.013 -3.194
H -3.756 4.365 -1.435
N -2.159 -1.828 2.613
C -2.115 -2.790 1.632
C -1.805 -2.132 0.483
N -1.662 -0.791 0.750
C -1.874 -0.642 2.037
H -2.295 -1.992 3.594
H -2.282 -3.831 1.840
H -1.662 -2.522 -0.510
H -1.815 0.292 2.572
O 4.646 0.754 -1.633
Se 3.100 0.443 -1.793
O 2.926 -1.173 -1.033
O 2.186 1.424 -0.862
O 2.584 0.318 -3.293
*
```

The total energy comes out at -128067.795 eV. The HOMO energy (alpha / beta) comes out at -3.4 / -3.4 eV. For the orbital gap (alpha / beta), the calculation gives 4.91 / 4.98 eV.

---

(3)
Below is C35H20N8NbO7SSe as an isolated structure at a distorted geometry, with properties calculated with ωB97M-V/def2-TZVPD.

ORCA input file:
```
! RIJCOSX wB97M-V def2-TZVPD def2/J DEFGRID3
* xyz 1 1
Nb 7.986 10.059 14.788
S 7.570 7.888 13.884
C 8.699 7.314 12.700
C 8.295 7.249 11.340
C 9.251 6.819 10.435
C 10.504 6.384 10.819
C 10.864 6.510 12.130
N 10.050 7.094 13.066
H 7.251 7.319 10.988
H 9.090 6.965 9.366
H 11.148 5.891 10.113
H 11.804 6.169 12.456
C 11.834 11.971 14.402
C 12.087 11.034 13.408
C 11.469 9.788 13.502
C 10.561 9.566 14.543
N 10.037 10.649 15.235
C 10.819 11.740 15.358
C 10.449 8.214 15.190
C 10.428 8.143 16.611
C 10.445 6.967 17.331
C 10.632 5.812 16.551
C 10.627 5.837 15.150
C 10.497 7.019 14.486
H 12.188 12.993 14.312
H 12.639 11.256 12.431
H 11.652 9.022 12.761
H 10.436 12.377 16.105
H 10.219 9.143 17.082
H 10.323 7.051 18.428
H 10.807 4.863 16.998
H 10.855 4.924 14.593
Se 5.010 13.750 21.236
N 5.639 14.293 19.610
C 6.039 13.235 18.976
C 6.633 13.341 17.662
C 6.644 14.580 17.012
C 7.168 14.663 15.734
C 7.707 13.485 15.177
N 7.631 12.255 15.803
C 7.054 12.159 17.003
C 7.042 10.903 17.758
N 7.452 9.780 17.000
C 7.247 8.552 17.541
C 6.750 8.348 18.830
C 6.528 9.478 19.670
C 6.568 10.753 19.086
C 6.158 11.965 19.745
N 5.648 11.986 20.975
H 6.341 15.478 17.620
H 7.081 15.629 15.191
H 8.181 13.401 14.158
H 7.554 7.745 16.870
H 6.616 7.322 19.152
H 6.164 9.328 20.675
O 4.219 10.598 13.248
C 5.412 10.634 13.210
O 6.159 10.382 14.338
C 6.174 10.741 11.932
C 5.411 10.913 10.730
C 6.066 11.026 9.563
C 7.505 10.993 9.354
C 8.168 10.689 10.536
C 7.577 10.648 11.859
O 8.431 10.764 12.919
N 9.584 10.332 10.358
O 10.401 10.647 11.192
O 9.795 9.687 9.303
N 5.279 10.980 8.299
O 5.867 10.548 7.327
O 4.112 11.329 8.393
H 4.282 10.801 10.781
H 7.871 11.105 8.363
*
```

As for the relative energy (zero: lowest compared OMol25 entry of this formula, charge and spin): 158.0 kJ/mol. The total energy comes out at -140593.457 eV. The HOMO energy (alpha / beta) comes out at -9.0 / -9.1 eV. For the orbital gap (alpha / beta), the calculation gives 5.14 / 5.22 eV.